(1)
{
  "formula": "C27H58BNO7",
  "method": "wB97M-V/def2-TZVPD",
  "multiplicity": 1,
  "charge": 0,
  "e_homo_ha": -0.3205,
  "smiles": "BC[C@@H](O)CN.C1CCOC1.C1CCOC1.C1CCOC1.C1CCOC1.C1CCOC1.C1CCOC1",
  "e_lumo_ev": 0.626,
  "symbols": ["H", "O", "H", "H", "H", "O", "H", "H", "H", "H", "C", "H", "H", "H", "H", "H", "H", "H", "C", "H", "C", "H", "C", "H", "H", "H", "H", "C", "H", "C", "H", "H", "H", "H", "H", "C", "C", "H", "C", "H", "C", "H", "B", "O", "H", "H", "H", "C", "H", "H", "N", "H", "H", "H", "H", "O", "C", "H", "C", "H", "C", "H", "H", "C", "C", "O", "C", "C", "H", "C", "H", "H", "H", "C", "O", "C", "H", "C", "H", "H", "C", "H", "H", "H", "H", "C", "O", "H", "H", "C", "C", "H", "H", "C"],
  "xyz": [[-3.419, 0.953, -3.185], [-0.589, 1.408, -6.140], [2.309, 3.324, -2.196], [3.847, 1.262, 8.774], [0.200, 2.982, -7.208], [-4.231, -0.616, -0.116], [0.770, -2.034, 5.055], [-1.687, -0.282, -6.563], [3.182, 0.563, 6.555], [-3.457, -0.655, -2.764], [1.489, -1.985, 4.236], [-0.142, -3.033, -2.591], [-0.745, -3.324, 0.385], [-4.369, -2.571, 0.521], [4.252, 6.280, -2.126], [1.284, 1.597, -6.985], [-6.547, -1.041, 1.455], [-0.367, 0.435, -3.626], [2.618, 0.112, 7.378], [-1.013, 3.322, -0.982], [3.330, 0.306, 8.709], [-2.091, 0.872, -1.196], [1.550, -4.269, 3.639], [-1.403, -0.627, -1.776], [4.594, -1.175, 9.740], [-2.258, 2.155, -8.304], [-1.797, 2.309, -3.920], [3.167, 6.363, -2.259], [-2.836, -1.758, 0.889], [-0.967, 2.416, -3.233], [2.011, -1.033, 4.302], [0.921, 4.417, -2.300], [2.135, -5.033, 3.125], [1.787, -4.314, -0.986], [1.206, -4.758, 0.624], [-0.618, 1.033, -2.749], [0.028, -5.561, -1.036], [3.008, 6.889, -0.140], [-5.193, 0.290, 0.429], [5.144, -0.711, 8.127], [2.413, -3.195, 4.285], [3.977, -2.732, 7.569], [-1.451, 3.379, -2.092], [0.714, -3.601, 2.689], [3.304, -3.012, 3.678], [-4.756, -1.982, 2.836], [-2.636, 1.154, -6.153], [1.986, 4.355, -2.057], [0.910, -4.762, 4.379], [2.733, -3.456, 5.291], [-2.872, 0.118, -3.039], [2.960, 7.250, -2.860], [1.102, 0.332, -2.125], [-0.062, 1.899, -9.356], [-3.810, -0.498, 2.683], [-0.801, -4.884, -1.987], [-4.511, -1.158, 2.168], [-0.620, -6.050, -0.300], [-3.918, -1.627, 0.847], [-2.305, 0.456, -8.787], [0.789, -2.186, 2.900], [1.363, -1.742, 2.078], [-5.969, 0.476, -0.314], [-5.726, -0.363, 1.696], [0.893, -4.494, -0.382], [2.548, -1.301, 7.160], [2.447, 6.373, -0.917], [-0.288, 1.289, -8.482], [0.609, -6.329, -1.549], [4.261, -0.902, 8.740], [-6.086, 0.363, 2.424], [-2.302, 4.197, -2.284], [0.506, -2.327, -0.365], [0.253, 1.888, -7.191], [2.704, 5.206, -2.956], [-1.777, 1.183, -8.171], [2.614, 0.249, 9.531], [-1.792, 0.328, -2.096], [-1.724, -3.046, -1.786], [0.134, 0.294, -8.642], [3.395, -1.974, 8.095], [2.764, -2.475, 8.838], [1.608, 0.524, 7.371], [-0.219, -1.769, 2.880], [3.186, 4.450, -0.267], [-0.720, -3.474, -1.770], [0.506, 1.054, -1.869], [-0.156, 2.859, -3.797], [1.473, 6.859, -1.016], [-0.021, -3.279, -0.432], [2.261, 4.880, -0.656], [-4.691, 1.238, 0.652], [1.459, 4.651, 0.043], [-1.760, 0.802, -6.696]],
  "atomic_forces_ev_per_a": [[-0.206, -0.096, 0.112], [0.047, -0.035, -0.153], [-0.050, -0.003, -0.061], [0.016, 0.000, -0.015], [0.041, -0.001, -0.043], [-0.035, -0.056, 0.025], [0.018, 0.023, 0.016], [-0.059, -0.008, -0.008], [-0.004, 0.048, 0.024], [-0.216, 0.211, 0.146], [-0.134, -0.027, 0.014], [-0.033, 0.084, 0.023], [0.031, -0.007, 0.024], [0.022, -0.025, 0.045], [0.002, 0.053, 0.029], [-0.006, -0.005, 0.051], [-0.001, 0.010, -0.003], [0.089, -0.075, -0.193], [0.053, -0.012, -0.095], [0.016, -0.058, -0.012], [-0.065, -0.020, 0.081], [-0.045, 0.064, 0.215], [-0.101, -0.016, 0.046], [-0.096, -0.448, 0.214], [-0.017, -0.001, 0.012], [-0.005, -0.010, 0.002], [-0.045, 0.003, -0.520], [0.070, -0.079, -0.008], [0.013, 0.026, -0.053], [-0.895, 0.318, 1.006], [0.017, 0.002, 0.001], [-0.012, -0.016, 0.057], [-0.039, -0.005, -0.044], [-0.018, -0.014, -0.013], [-0.045, 0.032, 0.047], [0.332, -0.483, -0.666], [-0.133, 0.030, 0.050], [0.017, -0.007, 0.001], [0.102, 0.064, 0.016], [-0.001, -0.011, 0.005], [0.115, 0.003, -0.073], [-0.029, -0.002, -0.043], [0.268, 0.071, 0.098], [0.045, 0.069, 0.172], [-0.003, -0.015, 0.003], [-0.016, -0.012, -0.011], [0.024, -0.002, 0.063], [0.005, 0.046, -0.052], [0.046, -0.023, 0.025], [-0.031, 0.026, 0.023], [0.264, -0.217, -0.406], [-0.004, -0.022, -0.044], [-0.356, 0.387, 0.161], [-0.010, 0.017, 0.004], [0.005, -0.011, -0.003], [0.040, 0.022, 0.083], [0.061, 0.080, 0.047], [0.051, -0.021, 0.033], [-0.039, -0.057, -0.064], [0.011, -0.019, 0.001], [0.071, -0.005, -0.091], [-0.016, 0.047, 0.016], [0.026, -0.018, -0.041], [-0.067, -0.074, -0.020], [0.191, -0.064, -0.146], [0.059, 0.011, 0.079], [-0.091, 0.031, -0.004], [0.026, -0.099, -0.015], [-0.037, 0.004, -0.057], [0.083, 0.029, -0.068], [0.017, 0.011, 0.006], [0.042, 0.057, -0.105], [0.001, 0.004, -0.011], [-0.063, 0.090, 0.043], [0.008, 0.031, 0.070], [-0.029, 0.103, 0.000], [-0.002, 0.009, -0.008], [0.140, 0.288, 0.125], [-0.039, -0.064, -0.060], [0.006, 0.008, 0.001], [-0.106, -0.007, 0.046], [0.046, -0.020, 0.025], [-0.023, -0.040, -0.028], [-0.024, -0.039, -0.038], [-0.006, -0.008, -0.002], [0.083, 0.024, -0.115], [0.392, -0.151, 0.125], [0.275, 0.144, -0.216], [0.007, 0.004, 0.000], [-0.120, -0.006, 0.044], [0.084, -0.004, 0.041], [-0.046, 0.020, 0.016], [-0.024, -0.004, -0.019], [0.061, -0.084, 0.013]]
}

---

(2)
{
  "formula": "C4H4O3",
  "method": "wB97M-V/def2-TZVPD",
  "multiplicity": 1,
  "charge": 0,
  "e_homo_ha": -0.3428,
  "e_above_lowest_kcal_mol": 108.42,
  "e_lumo_ev": -0.051,
  "symbols": ["O", "C", "C", "H", "H", "H", "O", "H", "C", "C", "O"],
  "xyz": [[-2.013, -0.520, 0.282], [1.576, -0.256, -0.972], [0.393, -0.029, -0.117], [2.458, -0.388, -0.337], [1.419, -1.220, -1.476], [-2.083, 1.608, 0.683], [-0.363, 0.960, -0.443], [1.737, 0.530, -1.717], [-1.458, 0.733, 0.533], [-0.933, -0.416, 1.269], [-0.734, -1.001, 2.296]],
  "atomic_forces_ev_per_a": [[-0.121, -0.119, -0.095], [-0.013, 0.036, 0.023], [0.177, 0.110, -0.263], [-0.124, -0.002, -0.065], [0.000, 0.089, 0.078], [0.085, -0.129, 0.002], [0.108, -0.184, 0.062], [-0.043, -0.094, 0.108], [-0.083, 0.164, 0.098], [0.125, -0.121, 0.563], [-0.111, 0.250, -0.512]]
}

---

(3)
{
  "formula": "C9H30NO13P4S2",
  "method": "wB97M-V/def2-TZVPD",
  "multiplicity": 1,
  "charge": 1,
  "e_homo_ha": -0.4517,
  "e_lumo_ev": -3.537,
  "symbols": ["H", "P", "H", "C", "H", "H", "H", "O", "H", "H", "P", "S", "C", "O", "H", "H", "N", "P", "O", "S", "H", "H", "H", "C", "H", "H", "H", "O", "H", "O", "H", "O", "P", "O", "O", "H", "H", "H", "O", "H", "C", "C", "H", "H", "O", "H", "H", "H", "O", "H", "C", "O", "C", "H", "C", "C", "O", "H", "H"],
  "xyz": [[-0.486, -6.030, -2.598], [1.870, 7.623, -1.219], [4.317, 6.622, 0.499], [-1.301, 3.180, -0.809], [-4.427, -1.337, 3.191], [2.818, -6.713, -1.710], [2.252, -6.768, 2.565], [0.649, -6.505, 1.310], [-1.476, 2.275, -1.384], [2.482, 8.343, 0.655], [0.495, -5.896, -0.127], [1.828, 5.399, -1.106], [-0.478, 4.188, -1.610], [1.943, -5.308, -0.443], [2.780, 2.822, 0.079], [2.531, -7.348, 0.912], [0.298, 5.042, -0.667], [3.077, 4.884, 0.605], [2.965, 8.057, -0.143], [0.113, 8.265, -0.949], [-3.455, 3.139, -0.446], [-3.507, -2.159, -0.907], [-0.682, -2.394, 1.038], [-3.787, -0.456, 3.179], [-1.174, -7.645, -2.353], [-3.287, -2.553, 0.807], [2.174, 7.434, -3.320], [-2.512, -0.836, 2.633], [-4.392, -1.234, 0.320], [4.410, 5.659, 0.393], [0.244, 4.745, 0.306], [-0.359, -0.361, 1.503], [-1.896, -0.042, 1.409], [0.355, -7.176, -1.055], [-0.584, -4.917, -0.236], [-4.255, 0.332, 2.591], [0.435, -7.475, -3.089], [1.465, -8.258, 2.002], [-2.357, -0.823, 0.106], [0.822, -1.679, 0.449], [-2.608, 3.797, -0.277], [2.664, -5.637, -1.633], [0.155, 3.710, -2.358], [-0.702, 2.884, 0.056], [3.502, 3.397, 0.374], [3.627, -5.140, -1.565], [2.140, -5.274, -2.518], [-2.535, 3.981, 0.791], [2.236, 5.176, 1.752], [-2.822, 4.750, -0.766], [-3.456, -1.746, 0.096], [-2.190, 1.392, 1.385], [1.797, -7.265, 1.711], [-3.635, -0.101, 4.195], [0.121, -1.702, 1.281], [-0.254, -7.065, -2.352], [2.579, 7.933, -2.592], [0.634, -2.042, 2.177], [-1.160, 4.856, -2.137]],
  "atomic_forces_ev_per_a": [[-0.019, 0.010, 0.057], [-1.400, 1.128, 0.361], [0.086, -0.020, 0.040], [0.118, 0.483, 0.368], [0.033, -0.023, -0.005], [-0.034, -0.010, -0.015], [-0.013, 0.028, -0.002], [0.062, 0.105, 0.042], [-0.041, 0.057, -0.132], [0.179, 0.130, -0.063], [-0.008, 0.023, 0.030], [0.469, -0.059, -1.115], [-0.669, -0.047, -0.136], [0.042, -0.107, -0.008], [0.135, -0.208, 0.262], [-0.021, 0.021, -0.027], [0.335, -0.515, 0.239], [-0.067, -0.215, 1.072], [0.118, -0.225, -0.068], [0.213, -0.317, 0.000], [-0.009, -0.059, 0.102], [0.034, 0.015, -0.012], [0.005, -0.008, -0.007], [-0.076, -0.025, 0.066], [0.000, -0.005, 0.025], [0.005, 0.011, 0.021], [0.089, 0.285, -0.154], [-0.077, 0.005, -0.078], [0.004, 0.008, 0.020], [-0.055, -0.156, -0.405], [-0.171, 0.334, 0.092], [0.029, 0.023, -0.122], [-0.030, -0.104, 0.052], [0.052, 0.084, -0.058], [-0.027, 0.066, -0.006], [0.054, 0.027, -0.007], [0.018, -0.018, 0.030], [-0.032, 0.002, -0.021], [-0.040, -0.008, 0.034], [-0.015, 0.026, -0.021], [0.097, 0.048, -0.077], [0.026, 0.072, -0.005], [0.290, 0.013, 0.194], [-0.008, -0.354, -0.088], [-0.003, 0.296, -0.646], [-0.007, 0.017, 0.029], [-0.012, -0.017, -0.008], [-0.118, -0.046, 0.041], [-0.252, 0.231, -0.024], [-0.022, -0.011, -0.059], [-0.015, -0.018, -0.052], [0.068, 0.024, 0.033], [-0.006, -0.111, 0.056], [0.028, 0.000, -0.001], [0.117, -0.172, 0.009], [-0.041, -0.051, -0.079], [0.514, -0.755, 0.326], [-0.040, 0.072, 0.053], [0.108, 0.019, -0.152]]
}

---

(4)
{
  "formula": "C16H20F3OSn",
  "method": "wB97M-V/def2-TZVPD",
  "multiplicity": 1,
  "charge": -1,
  "e_homo_ha": [-0.1104, -0.1411],
  "e_lumo_ev": [3.070, 2.730],
  "symbols": ["H", "C", "H", "C", "C", "H", "C", "C", "H", "H", "C", "C", "H", "F", "H", "H", "H", "Sn", "H", "H", "H", "H", "O", "H", "C", "C", "F", "C", "H", "H", "C", "C", "H", "H", "C", "H", "H", "C", "F", "C", "C"],
  "xyz": [[2.563, 0.195, 1.390], [-3.190, -0.906, 1.746], [-1.763, 1.645, -1.998], [0.459, 0.042, 2.172], [-0.212, -3.294, -1.293], [-2.266, -3.438, -0.362], [1.749, -0.438, 1.761], [-1.558, 1.999, -0.977], [0.081, 2.685, -2.322], [2.710, 4.081, 0.108], [-0.253, -1.101, 2.743], [-1.762, -1.582, -1.554], [0.169, 1.089, 2.295], [-3.448, 0.036, 2.711], [-0.469, -0.396, -2.978], [1.329, 3.420, 0.993], [-2.088, 2.952, -0.778], [-1.123, -0.654, 0.473], [0.384, -3.232, 3.014], [0.249, -4.248, -1.020], [-2.754, -1.138, -1.714], [-1.152, -1.024, 3.358], [-2.112, 1.067, -0.084], [1.919, 1.362, -2.651], [-0.560, -1.252, -2.305], [0.608, -2.237, 2.618], [-4.251, -0.843, 0.878], [1.827, -1.817, 2.038], [2.848, 2.463, 0.858], [2.785, 0.745, -1.217], [1.598, 2.533, -0.916], [0.156, 2.706, -1.218], [2.723, -2.426, 1.927], [3.386, 2.202, -2.078], [-1.508, -2.866, -0.891], [-0.120, 3.712, -0.857], [1.327, -2.382, -2.642], [2.464, 1.675, -1.747], [-3.257, -2.160, 2.348], [0.362, -2.314, -2.145], [2.152, 3.141, 0.315]],
  "atomic_forces_ev_per_a": [[-0.479, -0.367, -0.031], [1.372, -0.036, -1.370], [0.252, 0.237, 0.004], [0.883, -0.375, 0.714], [-0.742, 0.256, 0.196], [0.290, 0.160, 0.057], [-0.288, 0.106, 0.438], [-0.203, -0.383, 0.458], [-0.166, 0.140, 0.369], [-0.077, -0.363, 0.020], [1.285, -0.372, 0.745], [0.480, -0.804, -0.888], [0.073, -0.396, -0.120], [-0.077, -0.718, -0.114], [0.075, -0.240, 0.399], [0.370, -0.129, -0.085], [0.449, -0.299, -0.336], [-1.078, 0.281, 0.308], [0.039, 0.391, -0.333], [-0.132, 0.516, 0.058], [0.558, -0.125, 0.271], [0.310, -0.157, -0.441], [1.644, 1.120, -0.168], [0.239, -0.017, 0.210], [-0.489, -1.049, 0.068], [-0.504, 0.842, 0.382], [-0.121, -0.218, 0.560], [-0.265, 0.621, 0.165], [-0.368, 0.367, -0.268], [-0.149, 0.507, -0.256], [-1.254, -0.754, 0.554], [-0.894, 0.539, -0.517], [-0.343, 0.066, -0.225], [-0.326, -0.218, 0.230], [0.624, 0.004, -1.473], [0.100, -0.272, -0.201], [-0.127, 0.061, 0.274], [0.326, -0.526, -0.469], [-0.463, 0.818, 0.044], [-1.012, 0.506, 0.090], [0.186, 0.282, 0.683]]
}